[1]
Density functional theory data (ωB97M-V with the def2-TZVPD basis set) for a molecular structure, C39H31BClEuF4IN7OS.

Structure (XYZ):
```
87
Properties=species:S:1:pos:R:3:lowdin_spin:R:1
Eu 0.13294 -0.34555 0.22403 7.02
S 6.69772 0.94727 -4.84277 0.00
N 6.41018 -0.19892 -3.73695 0.00
C 5.31051 0.12449 -3.07110 0.00
C 4.71993 -0.61117 -1.99970 0.00
C 5.29650 -1.78575 -1.51272 0.00
C 4.71357 -2.39391 -0.42785 0.00
C 3.55505 -1.82960 0.10378 0.00
N 2.94561 -0.76659 -0.38827 0.00
C 3.52684 -0.12635 -1.41595 0.00
C 2.92273 1.11029 -1.89254 0.00
N 1.77977 1.52558 -1.32002 0.00
C 1.25071 2.66390 -1.73455 0.00
C 1.81330 3.47891 -2.71865 0.00
C 2.97927 3.07216 -3.32459 0.00
C 3.54589 1.86013 -2.91883 0.00
C 4.73997 1.34966 -3.51749 0.00
N 5.43197 1.89849 -4.50663 0.00
H 6.18990 -2.16420 -1.98434 0.00
H 5.13912 -3.28431 0.00553 0.00
H 3.12026 -2.25426 0.99418 0.00
H 0.32301 2.95771 -1.25999 0.00
H 1.32713 4.40368 -2.98809 0.00
H 3.47107 3.64455 -4.09915 0.00
C -3.47018 5.50165 -1.61346 0.00
C -3.42759 5.52728 -0.23091 0.00
C -3.10205 4.39000 0.48490 0.00
C -2.85631 3.18110 -0.17067 0.00
C -2.91800 3.16307 -1.57011 0.00
C -3.21119 4.31120 -2.27418 0.00
N -2.52618 2.02711 0.50603 0.00
N -3.71627 0.54854 1.85498 0.00
C -3.17679 -0.73539 2.03806 0.00
C -4.05909 -1.66214 2.59824 0.00
C -3.64136 -2.94015 2.90249 0.00
C -2.32057 -3.27340 2.67983 0.00
C -1.46962 -2.34884 2.08943 0.00
C -1.84067 -1.04966 1.68330 -0.01
H -3.71767 6.38554 -2.17981 0.00
H -3.66217 6.43357 0.30986 0.00
H -3.03939 4.44995 1.56125 0.00
H -2.73273 2.24407 -2.10559 0.00
H -3.25340 4.28469 -3.35244 0.00
H -5.08237 -1.36451 2.80737 0.00
H -4.32319 -3.65285 3.34203 0.00
H -1.93675 -4.24172 2.97136 0.00
H -0.43608 -2.66930 1.97533 0.00
F 0.61523 -0.97059 -1.97750 0.00
B -0.75923 -0.70694 -2.23185 0.00
F -1.46516 -1.58977 -1.39058 0.00
F -1.07807 -0.80127 -3.52727 0.00
F -0.97765 0.57932 -1.68190 0.00
C -1.49074 0.56512 6.51968 0.00
C -1.31345 1.35103 5.26402 0.00
C -2.14314 1.19056 4.16306 0.00
C -1.84577 1.78130 2.94325 0.00
C -2.93941 1.75754 1.86943 0.00
C -0.69600 2.59884 2.85312 0.00
C -0.05055 2.84044 1.58970 0.01
O -0.03940 2.00695 0.68960 -0.01
C 0.04377 2.91527 4.01520 0.00
C 1.21433 3.85002 4.00149 0.00
C -0.26916 2.26575 5.18988 0.00
H -2.36082 -0.08249 6.47911 0.00
H -1.56975 1.22535 7.38133 0.00
H -0.60667 -0.05508 6.66191 0.00
H -3.01689 0.56311 4.25769 0.00
H -4.63476 0.64310 2.25819 0.00
H -2.55525 1.18189 -0.05868 0.00
H -3.61901 2.57353 2.17255 0.00
H 0.55727 3.75329 1.48172 0.00
H 0.96787 4.78547 3.50272 0.00
H 2.07008 3.39532 3.50431 0.00
H 1.50832 4.07206 5.02507 0.00
H 0.34638 2.42666 6.06172 0.00
I 1.70966 -0.24720 2.78062 -0.01
Cl 0.03922 -5.97902 -2.90246 0.00
C 0.55708 -5.26172 -1.42629 0.00
C 1.05803 -6.04095 -0.39513 0.00
C 1.43719 -5.39329 0.76718 0.00
C 1.29753 -4.01877 0.84879 0.00
N 0.83048 -3.26324 -0.14713 0.00
C 0.47277 -3.88279 -1.26360 0.00
H 1.15176 -7.10941 -0.50203 0.00
H 1.83594 -5.94817 1.60028 0.00
H 1.57177 -3.50993 1.76378 0.00
H 0.09262 -3.28359 -2.07727 0.00
```

## Properties
Calculated total energy: -4254.4557 Ha
Expectation value of S²: 15.76
Total charge: -1
Spin multiplicity: 8



[2]
Density functional theory data (ωB97M-V with the def2-TZVPD basis set) for a molecular structure, C3H2Cl2O.

Structure (XYZ):
```
8
Properties=species:S:1:pos:R:3:nbo_charge:R:1
C -0.94702 0.40493 -0.75685 0.72
C -1.83983 -0.07845 -0.03696 -0.80
C 2.48095 -0.54663 1.19531 -0.13
O -0.14471 0.86561 -1.41814 -0.46
Cl 2.32722 -1.48545 -0.20789 0.05
Cl 2.46818 1.05418 0.71786 0.08
H -1.57636 -0.40380 0.94013 0.27
H -2.76842 0.18960 -0.43346 0.27
```

## Properties
Energy above the lowest of the compared OMol25 structures with the same formula, charge and spin: 89.6 kcal per mole



[3]
Density functional theory data (ωB97M-V with the def2-TZVPD basis set) for a gas-phase ion, C7H10N (charge +1).

Structure (XYZ):
```
18
Properties=species:S:1:pos:R:3:nbo_charge:R:1
C -2.71962 -0.37941 -0.31545 -0.23
C -3.89281 0.12615 -0.56636 0.38
C -1.53068 -0.28096 0.68887 -0.41
C -0.89217 -0.91268 -1.54356 0.29
C -0.30187 -0.76503 -0.11071 -0.29
C 1.43174 0.83483 0.87708 -0.60
C 0.75114 0.30067 -0.35495 -0.41
N -2.16126 -0.66334 -1.54134 -0.41
H -1.49513 0.89769 0.90847 0.27
H -1.70042 -0.75302 1.63973 0.27
H -0.14286 -0.98220 -2.36932 0.27
H 0.04129 -1.71653 0.37091 0.28
H 2.35793 1.24144 0.63665 0.24
H 1.60570 -0.06781 1.44329 0.21
H 0.91088 1.57989 1.45312 0.22
H 1.46305 -0.24728 -0.95261 0.22
H 0.49060 1.23445 -0.93642 0.23
H -2.78079 -0.65590 -2.37735 0.47
```

## Properties
Energy above the lowest of the compared OMol25 structures with the same formula, charge and spin: 113.7 kcal per mole
Total charge: +1



Taking the records one at a time from the top gives max |F| values of 1.95; 3.28; 3.64 eV/A.